ORCA calculation (wB97M-V/def2-TZVPD) on 16 unconnected molecules or ions with the total composition C32H104N8O16.

Output
**HOMO**: -8.62 eV
**Total energy**: -2923.322815 Ha
**Kohn-Sham gap**: 8.6 eV

```
160
C32H104N8O16, DFT wB97M-V/def2-TZVPD
O -1.249 -2.732 4.819
H -1.853 -2.446 4.108
H -1.467 -3.652 4.993
O -0.567 1.613 4.088
H -0.367 2.339 4.688
H -0.035 0.872 4.421
O -0.042 -2.515 -2.753
H 0.409 -2.818 -3.551
H 0.451 -2.915 -2.028
O -2.965 1.744 2.688
H -3.031 2.590 3.139
H -2.042 1.464 2.831
O -2.694 -1.671 2.659
H -3.359 -1.522 1.962
H -2.435 -0.779 2.915
O -4.013 -1.017 0.180
H -3.955 -1.974 -0.060
H -3.254 -0.610 -0.299
O -5.430 1.547 0.308
H -4.862 0.758 0.293
H -5.966 1.443 1.101
O 0.494 -0.715 5.838
H 0.966 -1.155 6.550
H 0.017 -1.427 5.373
C -3.469 5.045 0.278
C -4.904 5.247 0.689
C -5.295 6.718 0.628
O -4.404 7.528 1.359
C -4.710 8.898 1.272
N -5.848 4.483 -0.121
H -3.194 3.991 0.192
H -2.734 5.514 0.936
H -3.210 5.509 -0.683
H -4.960 4.909 1.734
H -6.295 6.796 1.090
H -5.441 7.070 -0.402
H -4.927 9.194 0.238
H -3.768 9.398 1.507
H -5.509 9.247 1.931
H -5.675 3.495 0.078
H -6.810 4.631 0.166
C 4.808 -0.411 4.171
C 5.990 -0.680 3.246
C 6.620 -2.058 3.500
O 7.071 -2.038 4.857
C 8.486 -2.053 4.945
N 5.449 -0.691 1.870
H 4.636 0.665 4.267
H 5.128 -0.645 5.193
H 3.922 -0.977 3.904
H 6.758 0.094 3.360
H 7.440 -2.098 2.777
H 5.864 -2.824 3.337
H 8.905 -1.151 4.488
H 8.948 -2.998 4.661
H 8.694 -1.900 6.011
H 6.260 -0.773 1.247
H 5.081 0.202 1.551
C -3.424 0.426 -3.919
C -3.083 -0.659 -4.928
C -3.316 -0.220 -6.364
O -4.655 0.119 -6.658
C -5.601 -0.905 -6.530
N -1.700 -1.087 -4.758
H -2.999 1.376 -4.247
H -3.105 0.177 -2.903
H -4.491 0.563 -3.721
H -3.792 -1.487 -4.759
H -3.064 -1.000 -7.097
H -2.669 0.636 -6.565
H -5.372 -1.706 -7.242
H -6.559 -0.526 -6.893
H -5.784 -1.237 -5.508
H -1.572 -1.508 -3.840
H -1.493 -1.903 -5.334
C -4.196 -4.413 -2.450
C -4.443 -4.178 -0.960
C -4.804 -5.514 -0.281
O -3.946 -6.553 -0.724
C -3.942 -7.647 0.174
N -3.197 -3.658 -0.389
H -3.926 -3.464 -2.921
H -5.147 -4.785 -2.836
H -3.355 -5.072 -2.646
H -5.262 -3.465 -0.835
H -5.777 -5.782 -0.718
H -4.851 -5.354 0.796
H -4.190 -7.401 1.209
H -3.013 -8.203 0.084
H -4.758 -8.322 -0.123
H -2.357 -3.954 -0.869
H -2.991 -3.897 0.577
C 6.731 -5.948 3.848
C 6.055 -6.347 2.563
C 4.905 -5.444 2.118
O 3.903 -5.375 3.098
C 2.837 -4.512 2.755
N 7.001 -6.419 1.438
H 7.452 -6.682 4.208
H 5.969 -5.842 4.620
H 7.201 -4.979 3.664
H 5.547 -7.324 2.636
H 4.498 -5.832 1.169
H 5.291 -4.461 1.808
H 3.063 -3.596 2.199
H 2.338 -4.187 3.669
H 2.140 -5.135 2.176
H 6.643 -7.088 0.761
H 7.841 -6.886 1.774
C 3.678 2.038 -3.505
C 4.328 0.706 -3.949
C 3.726 -0.422 -3.098
O 4.058 -0.171 -1.746
C 3.510 -1.153 -0.872
N 4.016 0.456 -5.360
H 4.033 2.839 -4.156
H 3.813 2.322 -2.463
H 2.603 1.920 -3.673
H 5.406 0.719 -3.787
H 4.111 -1.383 -3.462
H 2.629 -0.355 -3.166
H 3.273 -0.632 0.052
H 4.294 -1.881 -0.626
H 2.688 -1.738 -1.290
H 4.273 1.294 -5.871
H 3.006 0.375 -5.446
C 0.946 5.024 -2.949
C 1.032 5.944 -1.717
C -0.139 6.923 -1.662
O -0.172 7.494 -0.363
C -0.858 8.708 -0.316
N 1.086 5.078 -0.545
H 1.239 5.545 -3.861
H -0.068 4.631 -3.029
H 1.642 4.194 -2.838
H 1.971 6.494 -1.795
H -1.119 6.487 -1.890
H 0.009 7.701 -2.423
H -0.436 9.520 -0.928
H -0.813 9.027 0.726
H -1.906 8.712 -0.650
H 0.432 4.307 -0.557
H 0.879 5.645 0.271
C -1.511 1.922 -0.651
C -0.620 0.708 -0.435
C -0.269 0.594 1.050
O 0.774 -0.358 1.088
C 1.234 -0.733 2.355
N -1.284 -0.530 -0.909
H -1.779 2.049 -1.701
H -1.039 2.835 -0.281
H -2.426 1.856 -0.054
H 0.292 0.830 -1.028
H -1.136 0.215 1.591
H 0.063 1.565 1.425
H 1.509 0.133 2.960
H 2.133 -1.352 2.263
H 0.578 -1.435 2.887
H -1.213 -0.477 -1.917
H -0.717 -1.296 -0.563
```